# C22H47BeNO4Si2

C22H47BeNO4Si2 as an isolated structure at a distorted geometry (wB97M-V/def2-TZVPD, the OMol25 dataset).

Properties
ΔE to the lowest compared entry with this formula, charge and spin   44.2 kcal/mol
E   -49412.20466 eV
Gap between HOMO and LUMO   6.4 eV
HOMO   -0.240 Ha

Last column: Mulliken charge in e.
Positions of all 77 atoms, in Å:
O (-1.099, 1.596, 2.451)  -0.4879
O (0.668, 2.956, 1.395)  0.9497
C (-2.523, 1.329, 2.534)  -0.5594
C (-2.962, -0.134, 2.397)  -1.1680
H (-3.003, 1.935, 1.754)  0.4132
H (-2.798, 1.648, 3.547)  0.3364
H (-2.468, -0.712, 1.598)  0.1273
H (-4.042, -0.185, 2.163)  0.3962
H (-2.866, -0.695, 3.346)  0.3917
C (-0.282, 0.582, 3.224)  -0.2508
C (-0.151, 1.255, 4.537)  -1.3386
H (0.654, 0.441, 2.647)  -0.0817
H (-0.819, -0.371, 3.255)  0.5948
H (0.251, 2.253, 4.428)  0.2221
H (0.483, 0.727, 5.212)  0.4450
H (-1.125, 1.336, 5.015)  0.3716
C (2.242, 3.124, 1.423)  -0.1443
C (-0.245, 4.204, 1.411)  -0.0247
C (2.913, 1.902, 2.018)  -1.1554
H (2.327, 4.066, 1.951)  0.3722
H (2.488, 3.277, 0.376)  0.2708
H (2.577, 1.735, 3.051)  0.3328
H (3.997, 2.116, 2.008)  0.4753
H (2.750, 0.982, 1.408)  0.1401
C (-0.378, 4.614, 2.849)  -1.1134
H (-1.179, 3.814, 0.954)  -0.1318
H (0.303, 4.888, 0.755)  0.4656
H (-0.933, 3.857, 3.406)  0.2170
H (-0.959, 5.540, 2.895)  0.4352
H (0.582, 4.815, 3.332)  0.3183
H (0.259, 2.406, 2.069)  0.1145
Be (0.006, -1.464, -1.349)  -1.7666
C (-0.061, 0.109, -0.983)  2.6096
Si (-0.371, 1.886, -1.922)  0.8113
H (0.873, 0.302, -0.426)  -1.1563
H (-0.829, 0.276, -0.133)  -0.8629
C (-2.115, 2.552, -1.592)  -1.0103
C (-0.153, 1.010, -3.517)  -1.1385
C (0.907, 3.314, -1.928)  -1.1575
C (-0.704, -2.001, -2.810)  0.0879
Si (-1.142, -3.820, -2.889)  0.2378
H (-0.026, -1.714, -3.629)  0.3287
H (-1.585, -1.341, -2.922)  0.1049
C (-1.632, -4.282, -4.661)  -1.1004
C (-2.605, -4.121, -1.735)  -0.9495
C (0.319, -4.878, -2.316)  -0.9597
H (1.045, 3.660, -2.961)  0.5044
H (1.900, 2.984, -1.595)  0.2285
H (0.641, 4.200, -1.348)  0.2708
H (-2.845, 1.827, -1.961)  0.3350
H (-2.343, 3.482, -2.109)  0.3836
H (-2.339, 2.710, -0.542)  0.0758
H (-1.038, 0.421, -3.747)  0.2712
H (0.677, 0.309, -3.369)  0.1140
H (0.079, 1.670, -4.341)  0.5162
H (-3.479, -3.623, -2.177)  0.2374
H (-2.408, -3.688, -0.741)  0.2460
H (-2.812, -5.197, -1.635)  0.3187
H (0.373, -4.927, -1.217)  0.2046
H (1.284, -4.500, -2.686)  0.2651
H (0.178, -5.901, -2.700)  0.3976
H (-1.695, -5.376, -4.773)  0.3074
H (-0.884, -3.882, -5.362)  0.2711
H (-2.610, -3.834, -4.889)  0.2658
O (-0.028, -2.356, 2.196)  -0.7926
C (0.178, -2.317, 0.996)  0.4347
O (-0.724, -2.145, 0.076)  -0.3768
C (1.568, -2.395, 0.457)  0.2654
C (2.646, -2.847, 1.150)  -0.6171
C (3.878, -2.861, 0.497)  -0.5857
C (3.949, -2.369, -0.824)  -0.7462
C (2.802, -1.900, -1.470)  -0.3694
N (1.611, -1.971, -0.825)  0.6041
H (2.447, -3.174, 2.176)  0.5330
H (4.753, -3.245, 1.002)  0.4753
H (4.886, -2.364, -1.387)  0.4324
H (2.768, -1.519, -2.485)  0.5170